[1]
Below is a structure of composition C29H58AuO6P2Sb in a non-equilibrium geometry, with properties calculated with ωB97M-V/def2-TZVPD.

Energy: -2649.3624 Ha
Frontier orbital gap (alpha / beta): 8.3 / 6.2 eV
E_LUMO (alpha / beta): -4.7917 / -7.7138 eV
Net charge: +2
Spin multiplicity: 3

```
97
C29H58AuO6P2Sb | the OMol25 dataset | ωB97M-V/def2-TZVPD
Au 0.19 -0.15 -0.80
C 5.19 0.47 -1.38
C 5.84 0.35 0.00
C 6.99 1.30 0.17
O 4.90 0.69 1.11
P 3.59 -0.06 1.48
O 2.80 -0.71 0.38
C 2.64 1.33 2.24
P 1.59 2.23 1.08
O 0.40 1.43 0.62
O 1.00 3.45 1.92
C -0.43 3.67 2.23
C -0.52 4.12 3.63
C -0.82 4.65 1.17
O 2.38 2.83 -0.18
C 2.72 4.29 -0.36
C 2.35 4.55 -1.78
C 4.23 4.51 -0.04
O 4.10 -0.90 2.70
C 3.25 -1.85 3.36
C 2.98 -1.27 4.80
C 3.84 -3.23 3.45
H 5.89 0.86 -2.09
H 4.37 1.22 -1.41
H 4.73 -0.48 -1.72
H 6.14 -0.67 0.18
H 6.62 2.36 0.23
H 7.78 1.13 -0.60
H 7.48 1.21 1.18
H 3.41 2.03 2.70
H 2.07 1.09 3.12
H -0.83 2.65 2.11
H 0.18 4.94 3.78
H -0.13 3.35 4.32
H -1.61 4.42 3.88
H -0.26 5.62 1.25
H -1.89 4.87 1.22
H -0.56 4.25 0.18
H 2.14 4.81 0.39
H 2.93 3.93 -2.41
H 2.56 5.63 -2.10
H 1.29 4.36 -2.08
H 4.83 4.88 -0.90
H 4.80 3.68 0.40
H 4.23 5.29 0.73
H 2.30 -1.90 2.87
H 3.95 -1.09 5.30
H 2.56 -2.06 5.39
H 2.25 -0.44 4.77
H 4.97 -3.17 3.31
H 3.37 -3.81 2.65
H 3.62 -3.73 4.40
C -7.31 0.61 -1.75
C -7.03 -0.15 -0.48
C -7.96 -1.29 -0.10
Sb -4.97 -1.10 -0.67
C -5.05 -2.45 -2.41
C -5.53 -1.55 -3.60
C -5.96 -3.68 -2.16
C -4.25 -1.93 1.44
C -2.85 -2.47 1.28
C -5.24 -2.99 1.94
H -7.97 1.49 -1.57
H -7.82 -0.01 -2.46
H -6.40 1.08 -2.16
H -6.71 0.51 0.30
H -9.06 -1.00 -0.13
H -7.74 -1.59 0.91
H -7.77 -2.12 -0.85
H -3.97 -2.80 -2.59
H -6.61 -1.32 -3.54
H -5.35 -2.13 -4.49
H -5.07 -0.54 -3.60
H -6.95 -3.43 -1.70
H -5.49 -4.29 -1.36
H -6.08 -4.25 -3.05
H -4.36 -0.99 2.08
H -2.79 -3.21 0.46
H -2.56 -3.03 2.18
H -2.17 -1.59 1.05
H -5.02 -4.00 1.54
H -6.31 -2.79 1.65
H -5.24 -3.01 3.05
C 0.02 -1.56 -2.31
C 1.34 -1.81 -2.84
C 1.67 -1.54 -4.25
C 2.86 -1.96 -4.78
C 3.78 -2.75 -4.00
C 3.46 -3.08 -2.70
C 2.29 -2.63 -2.14
H -0.50 -2.36 -1.75
H -0.72 -1.17 -3.05
H 0.93 -0.97 -4.86
H 3.07 -1.83 -5.88
H 4.76 -2.91 -4.44
H 4.14 -3.66 -2.04
H 2.05 -2.70 -1.06
```

Results of the Löwdin charge analysis, in e, for atoms 1 through 4: Au 0.84; C -0.04; C -0.39; C -0.05

[2]
Below is a cluster of 2 separate species, C8H13ClN2 in total in a non-equilibrium geometry, with properties calculated with ωB97M-V/def2-TZVPD.

Energy: -882.1053 Ha
Frontier orbital gap (alpha / beta): 6.4 / 9.4 eV
E_LUMO (alpha / beta): 0.3206 / -1.3780 eV
Spin multiplicity: 3

```
24
C8H13ClN2 | the OMol25 dataset | ωB97M-V/def2-TZVPD
C -1.32 -1.06 -1.60
C -0.33 -0.30 -1.06
C 2.34 -0.04 0.48
C 2.83 1.05 -1.81
C -1.60 -1.44 1.67
C -2.90 0.43 0.59
C 1.82 0.89 -0.66
C -1.60 -0.13 0.97
N -2.27 -1.56 -2.02
N 0.75 0.16 -1.17
Cl -0.68 1.20 1.84
H 2.52 -1.00 0.01
H 3.05 0.54 1.05
H 1.36 -0.31 0.99
H 2.36 1.64 -2.56
H 3.13 0.06 -2.01
H 3.55 1.63 -1.40
H -2.33 -1.39 2.55
H -0.52 -1.60 2.06
H -1.83 -2.26 0.90
H -3.50 0.68 1.54
H -3.51 -0.25 -0.10
H -2.85 1.28 -0.04
H 1.51 1.81 -0.24
```

Results of the Löwdin charge analysis, in e, for atoms 1 through 4: C -0.28; C -0.11; C -0.04; C -0.02

[3]
Below is a cluster of 2 separate species, C28H37Si2 in total in a non-equilibrium geometry, with properties calculated with ωB97M-V/def2-TZVPD.

Energy: -1667.8894 Ha
Frontier orbital gap: 5.2 eV
E_LUMO: -5.4619 eV
Net charge: +1

```
67
C28H37Si2 | the OMol25 dataset | ωB97M-V/def2-TZVPD
C -0.57 -1.61 -1.75
Si -0.76 0.09 -2.49
C -2.57 0.52 -2.80
C 0.02 1.26 -1.20
C 1.47 1.44 -0.98
C 1.96 2.54 -0.24
C 3.32 2.72 -0.03
C 4.25 1.83 -0.58
C 3.79 0.72 -1.30
C 2.42 0.52 -1.49
C -0.91 1.84 -0.42
Si 0.03 0.32 -4.66
C 0.94 -1.27 -5.08
C -1.34 0.58 -5.93
C 1.19 1.80 -4.68
H -0.94 -1.63 -0.71
H -1.14 -2.33 -2.35
H 0.49 -1.92 -1.73
H -3.13 0.55 -1.86
H -2.66 1.50 -3.30
H -3.01 -0.25 -3.46
H 1.25 3.28 0.15
H 3.66 3.57 0.58
H 5.33 1.99 -0.43
H 4.49 0.00 -1.72
H 2.09 -0.38 -2.03
H -0.63 2.64 0.26
H -1.97 1.63 -0.51
H 1.29 -1.19 -6.12
H 1.80 -1.43 -4.42
H 0.27 -2.14 -5.00
H -0.88 0.63 -6.93
H -2.06 -0.25 -5.93
H -1.89 1.52 -5.76
H 1.53 1.94 -5.72
H 0.67 2.71 -4.36
H 2.06 1.64 -4.04
C -1.09 -5.98 4.33
C -1.25 -4.60 3.78
C -1.97 -4.39 2.59
C -2.05 -3.13 2.02
C -1.42 -2.00 2.63
C -1.46 -0.73 2.00
C -0.84 0.43 2.52
C -1.47 1.69 2.33
C -0.90 2.86 2.78
C 0.32 2.84 3.45
C 0.93 4.13 3.90
C 0.97 1.62 3.65
C 0.42 0.44 3.18
C -0.80 -2.23 3.90
C -0.70 -3.50 4.44
H -0.30 -6.00 5.08
H -2.01 -6.35 4.81
H -0.84 -6.68 3.53
H -2.46 -5.24 2.13
H -2.60 -2.97 1.09
H -2.11 -0.62 1.13
H -2.42 1.72 1.79
H -1.39 3.83 2.59
H 1.66 3.96 4.69
H 1.44 4.64 3.06
H 0.15 4.82 4.27
H 1.92 1.61 4.19
H 0.96 -0.50 3.32
H -0.40 -1.39 4.46
H -0.18 -3.65 5.39
```

Results of the Löwdin charge analysis, in e, for atoms 1 through 4: C -0.20; Si 0.52; C -0.23; C -0.28

[4]
Below is a cluster of 3 separate species, C3H13NO3 in total in a non-equilibrium geometry, with properties calculated with ωB97M-V/def2-TZVPD.

Energy: -402.1542 Ha
Frontier orbital gap (alpha / beta): 11.3 / 5.9 eV
E_LUMO (alpha / beta): -3.5942 / -8.9619 eV
Net charge: +1
Spin multiplicity: 2

```
20
C3H13NO3 | the OMol25 dataset | ωB97M-V/def2-TZVPD
C -0.58 -1.78 -0.85
N -0.41 -0.42 -0.35
C -1.46 -0.09 0.52
C -1.34 1.28 1.15
O -0.10 1.63 1.75
H 0.46 -2.05 -1.23
H -0.80 -2.43 -0.03
H -1.21 -1.90 -1.74
H -0.52 0.32 -1.16
H -1.47 -0.59 1.53
H -2.50 -0.45 0.09
H -1.98 1.31 1.95
H -1.69 2.08 0.36
H 0.44 0.92 1.47
H 2.18 -0.29 0.31
H 2.84 -1.66 0.47
O 3.00 -0.85 0.06
H 1.10 2.04 -1.36
H 2.37 1.59 -1.75
O 1.65 1.34 -1.21
```

Results of the Löwdin charge analysis, in e, for atoms 1 through 4: C -0.01; N 0.09; C -0.19; C -0.25

[5]
Below is a structure of composition C8H14FIS in a non-equilibrium geometry, with properties calculated with ωB97M-V/def2-TZVPD.

Energy: -1108.7904 Ha
Frontier orbital gap: 8.5 eV
E_LUMO: 0.1576 eV

```
25
C8H14FIS | the OMol25 dataset | ωB97M-V/def2-TZVPD
C 2.78 -0.57 1.10
C 4.14 -0.32 0.79
C 0.92 -0.90 0.51
C 5.28 -0.38 1.77
C 0.19 -1.21 1.80
C -3.73 0.59 1.09
C -3.71 -1.84 -0.16
C -4.47 -0.63 0.45
F 4.55 -0.13 -0.49
S -6.10 -0.56 0.56
I 0.34 0.85 -0.41
H 2.76 -0.93 2.10
H 6.12 0.29 1.35
H 5.56 -1.44 1.72
H 4.93 0.01 2.65
H 0.19 -0.52 2.64
H 0.65 -2.27 2.19
H -0.88 -1.49 1.61
H -4.45 1.38 1.29
H -3.04 1.00 0.40
H -3.21 0.16 2.07
H -3.80 -1.47 -1.24
H -2.66 -1.72 0.19
H -4.24 -2.79 0.00
H 1.11 -1.63 -0.31
```

Results of the Löwdin charge analysis, in e, for atoms 1 through 4: C 0.01; C -0.36; C -0.78; C -0.03

[6]
Below is an isolated molecule of C5H8N2 in a non-equilibrium geometry, with properties calculated with ωB97M-V/def2-TZVPD.

Energy: -304.7164 Ha
Frontier orbital gap: 9.6 eV
E_LUMO: 0.6548 eV

```
15
C5H8N2 | the OMol25 dataset | ωB97M-V/def2-TZVPD
C -1.10 -0.62 -1.17
C 0.02 -0.88 -0.18
C 2.34 0.67 -0.04
N 1.17 1.14 0.36
C 0.16 0.22 0.91
C -1.11 0.90 1.24
N -2.12 1.42 1.49
H -1.01 0.40 -1.58
H -0.99 -1.31 -2.01
H -2.09 -0.73 -0.73
H 0.00 -1.88 0.25
H 0.94 -0.80 -0.77
H 2.41 -0.35 0.42
H 0.82 1.99 -0.05
H 0.54 -0.19 1.86
```

Results of the Löwdin charge analysis, in e, for atoms 1 through 4: C -0.10; C -0.22; C 0.01; N -0.10

[7]
Below is an isolated molecule of C27H27N5O5S, with properties calculated with ωB97M-V/def2-TZVPD.

Energy: -2093.2082 Ha
Frontier orbital gap: 7.3 eV
E_LUMO: -0.7114 eV
Structure (SMILES): [H]/N=C1/C(=C/c2ccc(O[C@H](C)c3ccccc3)c(OC)c2)C(=O)N=C2SC(CC(=O)N3CCOCC3)=NN21

```
65
C27H27N5O5S | the OMol25 dataset | ωB97M-V/def2-TZVPD
C -1.53 4.48 -0.26
H -2.04 5.44 -0.32
O -0.55 4.50 -1.26
C 0.36 3.48 -1.32
C 0.22 2.31 -0.60
C 1.13 1.23 -0.71
C 2.21 1.39 -1.58
C 2.36 2.55 -2.29
C 1.47 3.62 -2.18
O 1.78 4.69 -2.94
C 1.20 5.98 -2.73
C 1.35 6.47 -1.31
C 2.40 6.04 -0.51
C 2.52 6.51 0.79
C 1.60 7.41 1.30
C 0.56 7.85 0.50
C 0.43 7.38 -0.80
H -0.39 7.71 -1.42
H -0.16 8.55 0.89
H 1.70 7.77 2.31
H 3.34 6.16 1.41
H 3.12 5.34 -0.90
C 1.93 6.92 -3.69
H 1.52 7.92 -3.61
H 1.84 6.56 -4.71
H 2.99 6.95 -3.43
H 0.13 5.95 -2.99
H 3.20 2.69 -2.96
H 2.95 0.61 -1.68
C 0.83 0.08 0.08
C 1.35 -1.18 0.22
C 0.58 -2.06 1.10
N -0.37 -1.65 1.82
H -0.82 -2.37 2.37
N 0.95 -3.42 1.05
C 1.92 -3.85 0.19
N 2.69 -3.10 -0.49
C 2.59 -1.72 -0.39
O 3.51 -1.04 -0.79
S 1.97 -5.60 0.23
C 0.69 -5.54 1.44
N 0.29 -4.37 1.74
C 0.11 -6.78 2.00
H -0.32 -6.59 2.99
H 0.88 -7.55 2.08
C -0.95 -7.35 1.04
O -0.71 -8.34 0.38
N -2.12 -6.68 0.94
C -2.58 -5.57 1.74
H -1.80 -5.19 2.39
H -2.90 -4.77 1.07
C -3.80 -6.03 2.57
O -4.82 -6.53 1.74
C -4.36 -7.62 0.97
H -5.21 -7.93 0.35
C -3.17 -7.21 0.10
H -2.78 -8.07 -0.44
H -3.48 -6.44 -0.61
H -4.07 -8.45 1.63
H -4.23 -5.19 3.12
H -3.48 -6.80 3.29
H -0.06 0.20 0.69
H -0.62 2.19 0.06
H -1.08 4.38 0.74
H -2.26 3.68 -0.42
```

Results of the Löwdin charge analysis, in e, for atoms 1 through 4: C -0.07; H 0.09; O -0.11; C -0.18

[8]
Below is a cluster of 2 separate species, C5H5NO in total in a non-equilibrium geometry, with properties calculated with ωB97M-V/def2-TZVPD.

Energy: -323.3770 Ha
Frontier orbital gap: 9.8 eV
E_LUMO: 0.3753 eV
Structure (SMILES): C#CC#N.C=CO

```
12
C5H5NO | the OMol25 dataset | ωB97M-V/def2-TZVPD
C -3.46 0.22 0.24
C -2.82 -2.21 0.77
C -3.02 -1.04 0.61
C -0.14 0.21 0.33
C -0.34 0.98 -0.66
N -3.70 1.30 -0.09
O 0.27 1.10 -1.89
H -2.76 -3.26 0.85
H 0.64 -0.54 0.38
H -0.86 0.18 1.18
H -1.07 1.66 -0.77
H 1.10 0.67 -2.00
```

Results of the Löwdin charge analysis, in e, for atoms 1 through 4: C -0.25; C 0.17; C -0.14; C -0.01